Density functional theory data (ωB97M-V/def2-TZVPD) for 3 unconnected molecules or ions with the total composition C34H70B2IN4O10 in a non-equilibrium geometry.

Properties
**HOMO-LUMO gap**: 7.378 eV
**Maximum force**: 5.1 eV/Å
**LUMO**: -2.938 eV
**Net charge**: +1

Element x y z (Å)
C: 7.65178 0.54944 -0.39274
C: 8.12271 1.53777 0.71494
C: 7.38492 2.89952 0.60732
C: 7.94024 3.81014 -0.54266
C: 6.85857 4.79592 -1.07418
C: 7.10074 5.28325 -2.52473
C: 6.91110 4.18770 -3.60422
C: 5.43245 3.89856 -3.95261
C: 5.22672 2.40413 -4.40427
C: 5.48326 1.49179 -3.16440
C: 4.25755 0.61969 -2.74431
C: 3.12312 1.55578 -2.28898
C: 1.80087 0.82455 -1.85263
C: 1.85275 -0.65244 -1.46372
B: 2.66027 -1.17416 -0.19250
O: 3.86676 -1.86876 -0.33699
O: 2.21591 -1.04756 1.13762
C: 0.37160 -1.23085 -1.54962
C: -0.49597 -0.34903 -0.60462
C: -0.53377 1.18430 -0.98769
C: -1.49449 1.95646 -0.02821
B: -1.71325 1.48721 1.46819
O: -2.00357 0.20484 1.92094
O: -1.69853 2.49523 2.43152
C: -1.27646 1.13883 -2.37034
C: -1.89406 2.39296 -2.99673
O: -2.26461 2.29575 -4.09101
O: -2.00843 3.65430 -2.39810
C: -3.27784 3.94102 -1.91201
C: -3.30481 5.02748 -0.81689
O: -4.26669 3.41771 -2.24384
N: 0.87264 1.75996 -1.05493
C: 1.53141 1.93843 0.26705
C: 1.36386 3.19122 1.17413
C: 1.44581 2.73242 2.67949
I: 3.19972 4.39025 0.92342
O: 0.79923 2.79656 -1.99072
C: 0.83007 4.07158 -1.69604
N: 0.75464 5.09790 -1.26870
H: 8.33998 -0.30258 -0.52973
H: 6.63446 0.15627 -0.20670
H: 7.67636 1.10439 -1.35121
H: 9.20666 1.70050 0.56339
H: 7.92293 1.06984 1.69630
H: 7.50671 3.40167 1.58861
H: 6.29006 2.74089 0.49749
H: 8.35099 3.14164 -1.31872
H: 8.76657 4.38896 -0.08943
H: 6.82944 5.63342 -0.35012
H: 5.87354 4.28768 -1.00788
H: 6.51663 6.19959 -2.73289
H: 8.16332 5.60437 -2.57791
H: 7.48886 3.30004 -3.29353
H: 7.39118 4.56927 -4.52866
H: 5.00926 4.57657 -4.71231
H: 4.86300 4.00074 -3.00101
H: 4.21608 2.26943 -4.83975
H: 5.94101 2.23387 -5.22851
H: 6.38423 0.88222 -3.33259
H: 5.67402 2.14279 -2.28545
H: 4.65728 -0.03072 -1.94226
H: 3.96197 -0.08194 -3.54994
H: 3.53208 2.22505 -1.50647
H: 2.92527 2.21559 -3.15316
H: 1.31977 0.78388 -2.85284
H: 2.33310 -1.17484 -2.31765
H: 4.60027 -1.30189 -0.04792
H: 1.99962 -1.91820 1.50661
H: 0.02013 -1.30100 -2.58878
H: 0.42511 -2.24572 -1.11401
H: -1.51710 -0.77032 -0.59992
H: -0.09683 -0.52560 0.40886
H: -1.22406 3.02970 -0.07794
H: -2.51985 1.92669 -0.45704
H: -2.80866 0.24792 2.46103
H: -1.61511 2.07505 3.30298
H: -0.73671 0.62171 -3.17804
H: -2.13894 0.46811 -2.18973
H: -4.07304 4.81439 -0.06335
H: -2.30356 5.07406 -0.34592
H: -3.47026 6.01172 -1.28842
H: 1.14711 1.11677 0.90970
H: 2.61083 1.71257 0.28199
H: 0.52214 3.85987 0.97000
H: 2.51161 2.52197 2.87227
H: 0.86534 1.81707 2.87436
H: 1.12865 3.59568 3.28307
C: -5.83393 -3.48070 2.33046
C: -4.35696 -3.72575 2.04590
C: -3.74197 -2.71083 1.06619
O: -4.07163 -2.92859 -0.29515
C: -5.32757 -2.40263 -0.69707
N: -4.19101 -5.10512 1.57652
H: -6.47603 -3.78797 1.50439
H: -6.14574 -4.05213 3.20643
H: -6.02688 -2.42505 2.53779
H: -3.82279 -3.62285 2.99604
H: -2.65279 -2.80986 1.12015
H: -3.97627 -1.67835 1.35843
H: -5.56305 -1.46751 -0.18061
H: -6.11979 -3.13441 -0.53066
H: -5.28032 -2.20557 -1.76836
H: -3.19844 -5.30275 1.47488
H: -4.54394 -5.14729 0.62247
C: -9.10380 -6.59995 5.44058
C: -8.28927 -6.29816 4.18662
C: -8.88584 -6.90676 2.90522
O: -8.66062 -8.29688 2.75442
C: -9.57290 -9.12778 3.45225
N: -6.90594 -6.73644 4.40205
H: -8.97366 -7.62597 5.78456
H: -8.79239 -5.94795 6.25829
H: -10.16904 -6.42940 5.26757
H: -8.28552 -5.21041 4.05759
H: -8.39019 -6.43782 2.04938
H: -9.95503 -6.67602 2.81220
H: -10.57805 -8.69808 3.47971
H: -9.21722 -9.32013 4.46681
H: -9.61859 -10.08447 2.93151
H: -6.34493 -6.45230 3.60070
H: -6.90031 -7.75301 4.35104

Density functional theory data (ωB97M-V/def2-TZVPD) for a molecular structure, C26H40Cl2GeN2O7Pb.

Properties
**HOMO-LUMO gap (spin up / spin down)**: 8.464 / 6.058 eV
**Relative energy (zero: lowest compared OMol25 entry of this formula, charge and spin)**: 0.000 eV
**Maximum force**: 0.3 eV/Å
**LUMO (spin up / spin down)**: -2.747 / -5.154 eV
**Spin multiplicity**: 2
**Net charge**: +1

Element x y z (Å)
Pb: -0.64119 -0.67196 0.70917
C: -4.14155 1.33104 2.07391
C: -3.08572 2.35417 1.90204
O: -1.82817 1.97209 2.22798
C: -3.08779 3.64681 1.49931
C: -1.74588 4.08758 1.59591
C: -1.13629 5.41327 1.34014
N: -1.01916 3.07305 2.00782
N: 0.26415 3.13487 2.43313
C: 1.03423 2.08098 2.19708
O: 0.70545 1.00639 1.62329
C: 2.44086 2.24377 2.66343
C: 3.04987 3.49446 2.69806
C: 4.36998 3.60801 3.10179
C: 5.07508 2.47821 3.49470
C: 4.46098 1.23380 3.48175
C: 3.14655 1.11119 3.05990
H: -3.86081 0.38894 1.60144
H: -4.32071 1.14257 3.13270
H: -5.06454 1.68282 1.61932
H: -3.93476 4.23187 1.18891
H: -1.91259 6.16248 1.21199
H: -0.48729 5.68243 2.17280
H: -0.52065 5.37794 0.44051
H: 2.48986 4.37109 2.40279
H: 4.84870 4.57799 3.11477
H: 6.10324 2.57099 3.81914
H: 5.00444 0.35706 3.80852
H: 2.64607 0.15248 3.07030
C: -0.43223 -4.48510 -1.22195
C: -1.72255 -3.71622 -1.45200
C: -2.71613 -3.95407 -0.32671
C: -2.33266 -4.02434 -2.80915
O: -1.43142 -2.28731 -1.40060
Ge: -0.26244 -1.38495 -2.41031
O: 0.94689 -1.27496 -1.05664
C: 2.37614 -0.93917 -1.14028
C: 2.50848 0.54726 -1.42027
C: 2.94222 -1.31137 0.21739
C: 2.98031 -1.79035 -2.24272
O: -0.89266 0.27439 -2.27369
C: -1.76192 0.99879 -3.17316
C: -3.15597 0.39485 -3.08688
C: -1.20565 0.92237 -4.58601
C: -1.74425 2.42871 -2.65368
H: -0.62761 -5.55845 -1.21546
H: 0.01812 -4.20917 -0.26921
H: 0.28723 -4.28809 -2.02365
H: -2.99040 -5.00891 -0.28987
H: -3.62272 -3.36860 -0.48374
H: -2.26991 -3.69760 0.63535
H: -2.59935 -5.07975 -2.87296
H: -1.62180 -3.81819 -3.61436
H: -3.23399 -3.43227 -2.97180
H: 2.05869 1.12991 -0.61513
H: 2.02815 0.81984 -2.36252
H: 3.56263 0.81964 -1.48888
H: 2.47889 -0.71817 1.00652
H: 4.01394 -1.10934 0.24292
H: 2.78240 -2.37055 0.42273
H: 2.55700 -1.53886 -3.22017
H: 2.81393 -2.84981 -2.04446
H: 4.05486 -1.61694 -2.30417
H: -3.14727 -0.65485 -3.38798
H: -3.84947 0.92695 -3.73939
H: -3.53118 0.45001 -2.06381
H: -1.20955 -0.10717 -4.95411
H: -0.18420 1.30352 -4.61725
H: -1.81351 1.51511 -5.27012
H: -2.11992 2.46180 -1.62897
H: -2.37709 3.06794 -3.27048
H: -0.72890 2.82502 -2.66516
Cl: -0.34707 -4.92876 3.63989
C: 1.09735 -4.02267 3.16833
Cl: 1.98120 -4.84783 1.86447
C: 0.72534 -2.60786 2.71526
O: 1.21456 -1.64905 3.27569
O: -0.10630 -2.55822 1.72119
H: 1.75740 -3.97360 4.02534

Density functional theory data (ωB97M-V/def2-TZVPD) for a single C3H3N3O molecule.

Properties
**HOMO-LUMO gap**: 8.962 eV
**Relative energy (zero: lowest compared OMol25 entry of this formula, charge and spin)**: 3.123 eV
**Maximum force**: 0.7 eV/Å
**LUMO**: -0.548 eV
**SMILES**: N=C=N/N=C\C=O

Element x y z (Å)
N: 2.26059 0.33559 1.03936
C: 1.45235 0.76352 0.22439
N: 0.56125 1.20868 -0.49349
N: -0.06704 0.35516 -1.38862
C: -0.99164 -0.39422 -0.92915
C: -1.52458 -0.47358 0.47289
O: -1.42264 0.39917 1.29941
H: 3.22940 0.29431 0.73929
H: -1.43542 -1.07085 -1.65827
H: -2.06227 -1.41779 0.69418

Density functional theory data (ωB97M-V/def2-TZVPD) for a single C4H8BrNO4 molecule in a non-equilibrium geometry.

Properties
**HOMO-LUMO gap**: 9.353 eV
**Relative energy (zero: lowest compared OMol25 entry of this formula, charge and spin)**: 0.818 eV
**Maximum force**: 5.0 eV/Å
**LUMO**: -0.878 eV
**SMILES**: C[C@@H](O)[C@@H]([C@H](O)Br)[N+](=O)[O-]

Element x y z (Å)
C: -2.00778 -0.12974 0.82138
C: -0.46345 -0.17143 0.87679
O: -0.07423 -1.48418 0.77066
C: 0.06079 0.64866 -0.32295
C: 1.92428 0.69997 -0.22750
O: 2.37485 -0.49073 -0.25364
Br: 2.33824 1.70194 1.45148
N: -0.07734 0.03299 -1.59961
O: 0.19644 0.74114 -2.52393
O: -0.18254 -1.24115 -1.66960
H: -2.35672 -0.22235 -0.23550
H: -2.42071 -0.92165 1.31696
H: -2.55135 0.67453 1.10111
H: -0.20489 0.25426 1.80221
H: -0.36555 -1.73842 -0.14958
H: -0.19908 1.66042 -0.23592
H: 2.20244 1.12642 -1.24424
H: 1.80658 -1.14067 0.32187

Density functional theory data (ωB97M-V/def2-TZVPD) for 2 unconnected molecules or ions with the total composition C14H20N8O4 in a non-equilibrium geometry.

Properties
**HOMO-LUMO gap**: 5.830 eV
**Maximum force**: 3.4 eV/Å
**LUMO**: -2.334 eV
**SMILES**: O=[N+]([O-])c1cc([N+](=O)[O-])c2nnnn2c1.C1CN[C@H](CN2CCCC2)C1

Element x y z (Å)
O: -4.39843 -0.30752 1.12591
N: -3.17931 -0.07752 1.08588
O: -2.60104 0.39683 0.06733
C: -2.32736 -0.33418 2.21789
C: -2.74154 -1.05459 3.35602
C: -1.83137 -1.33873 4.36708
N: -2.22937 -2.16573 5.51809
O: -1.42460 -2.41786 6.43865
O: -3.40292 -2.59111 5.50733
C: -0.47985 -0.84601 4.26544
N: 0.61912 -0.89429 5.04216
N: 1.59429 -0.23542 4.36112
N: 1.16836 0.22197 3.20620
N: -0.14799 -0.14251 3.11302
C: -1.01639 0.10165 2.08160
H: -3.76517 -1.40354 3.43248
H: -0.65669 0.65702 1.22314
C: 1.78383 -2.69695 -0.34948
C: 0.27611 -2.42053 -0.54386
N: 0.22581 -1.10586 -1.08883
C: 1.47392 -0.48552 -1.28499
C: 1.58607 0.25475 -2.61450
N: 0.66383 1.33361 -2.68167
C: 0.72359 2.35201 -1.64298
C: 0.00253 3.57451 -2.23691
C: -0.09859 3.30908 -3.75436
C: 0.56547 1.94514 -3.98680
C: 2.49592 -1.63216 -1.18881
H: 2.06686 -3.71031 -0.63641
H: 2.03013 -2.53165 0.70444
H: -0.15425 -3.15800 -1.24334
H: -0.29397 -2.50296 0.39712
H: -0.66088 -0.63028 -1.21998
H: 1.66044 0.24780 -0.47172
H: 1.35683 -0.46449 -3.42056
H: 2.64486 0.57221 -2.74790
H: 1.76686 2.61231 -1.36935
H: 0.23701 2.00446 -0.71972
H: 0.54845 4.49397 -2.02057
H: -0.99540 3.65122 -1.79943
H: -1.14322 3.25752 -4.06444
H: 0.39892 4.08539 -4.33623
H: -0.01480 1.29291 -4.65096
H: 1.56042 2.07286 -4.45841
H: 2.66949 -2.01354 -2.20314
H: 3.44403 -1.27594 -0.77552

Density functional theory data (ωB97M-V/def2-TZVPD) for 2 unconnected molecules or ions with the total composition C9H14Si in a non-equilibrium geometry.

Properties
**HOMO-LUMO gap (spin up / spin down)**: 6.928 / 7.186 eV
**Relative energy (zero: lowest compared OMol25 entry of this formula, charge and spin)**: 0.000 eV
**Maximum force**: 4.2 eV/Å
**LUMO (spin up / spin down)**: 1.090 / -1.576 eV
**Spin multiplicity**: 3

Element x y z (Å)
C: -3.32957 -0.32040 -0.04988
C: -2.63890 0.26577 0.89134
C: -1.50160 0.62213 -0.94822
C: -2.38880 -0.63735 -1.11369
C: -1.17392 0.32561 0.44190
C: -1.44051 -1.73673 -0.52858
C: -0.64574 -1.10109 0.36264
C: 1.85367 1.55339 -0.89721
C: 2.90290 -0.21524 0.99265
Si: 2.04618 -0.33160 -0.72039
H: -4.32167 -0.52247 0.12253
H: -3.06750 0.74328 1.82289
H: -0.64157 0.68285 -1.65540
H: -2.03833 1.59302 -0.97311
H: -2.76842 -0.88077 -2.09277
H: -0.59797 1.12465 1.08870
H: -1.42280 -2.75476 -1.02207
H: -0.02704 -1.53906 1.12850
H: 2.55247 2.13194 -0.25474
H: 2.05316 1.89720 -1.96594
H: 0.81972 1.77798 -0.69193
H: 3.97733 -0.13365 1.19452
H: 2.53732 0.65311 1.47355
H: 2.61980 -0.98429 1.60761